The following is a quantum chemistry calculation of a structure of composition C37H37N5O2OsP2Te, from the Open Molecules 2025 dataset.

Atoms and positions in Å:
Os  0.5228  -0.3882  -1.4277
Te  0.3606  3.3744  2.1595
P  -0.1176  0.1911  1.9667
P  -0.5405  1.5690  -0.5717
O  -1.0723  -1.6629  -0.3657
O  -1.4153  -0.8505  1.7014
N  2.4662  -3.7615  -3.0642
N  -3.5140  4.0265  5.0683
N  3.0352  -2.5828  -2.8147
N  2.0791  -1.7685  -2.5869
N  0.8802  -2.3834  -2.6621
C  -2.6176  3.6096  2.8855
C  1.3639  3.2062  -1.7347
C  3.3625  -5.0405  -5.0118
C  1.0102  0.0967  4.4772
C  -1.7712  -1.5542  0.6357
C  3.4104  -0.8627  0.2567
C  2.2928  -0.1468  0.6825
C  3.5303  -2.2074  0.5760
C  -1.3256  3.7184  3.3774
C  -0.3409  5.3938  -1.8965
C  -3.2699  1.2611  -0.0440
C  1.8378  4.4151  -2.2184
C  -0.1588  0.2498  3.7347
C  -3.0787  -2.2450  0.7905
C  -2.6297  1.3630  -2.3703
C  -1.3803  0.5043  4.3653
C  2.5409  -2.8451  1.3158
C  -3.6731  3.7611  3.7738
C  1.9991  -5.3017  -5.6449
C  1.2916  -0.7929  1.4224
C  -0.2584  0.4448  6.4858
C  -4.9368  1.0720  -1.7672
C  1.4201  -2.1432  1.7377
C  4.0514  -3.8334  -5.6403
C  0.0374  3.0911  -1.3276
C  -0.3433  1.6569  1.1690
C  -2.2711  4.1735  5.5148
C  -0.8183  4.1875  -1.4106
C  -1.4245  0.5961  5.7441
C  -3.9533  1.2047  -2.7421
C  -2.2859  1.3985  -1.0165
C  0.9547  0.1986  5.8581
C  0.9843  5.5071  -2.2968
C  1.1402  -3.6353  -2.9583
C  -1.1430  4.0201  4.7170
C  3.2724  -4.9194  -3.4883
C  -4.5973  1.1003  -0.4231
H  -2.8089  3.4189  1.8374
H  -2.9940  1.2941  1.0033
H  0.4280  -4.4310  -3.0933
H  2.2289  0.9250  0.5238
H  1.3562  -4.4187  -5.5880
H  2.1150  -5.5353  -6.7020
H  5.0297  -3.6478  -5.1955
H  -2.9258  -3.1332  1.4085
H  4.4072  -2.7564  0.2591
H  -1.0024  6.2470  -1.9604
H  1.9556  -0.0892  3.9826
H  -4.2222  1.1923  -3.7898
H  2.8104  -5.8038  -3.0513
H  0.6606  -2.6407  2.3294
H  4.1931  -3.9986  -6.7073
H  1.8560  0.0836  6.4445
H  -1.8646  1.4861  -3.1300
H  4.2547  -4.7748  -3.0438
H  -0.1561  4.1108  5.1529
H  1.4851  -6.1447  -5.1774
H  -2.3646  0.7956  6.2406
H  -3.7861  -1.6001  1.3070
H  -0.2975  0.5188  7.5646
H  2.6490  -3.8890  1.5792
H  -5.3679  1.0098  0.3315
H  3.9897  -5.9221  -5.1709
H  -2.1657  4.4088  6.5682
H  2.0324  2.3511  -1.6779
H  1.3525  6.4505  -2.6769
H  -2.2832  0.6370  3.7828
H  -3.4578  -2.5460  -0.1811
H  2.8670  4.5041  -2.5387
H  3.4482  -2.9287  -5.5311
H  -5.9712  0.9518  -2.0603
H  -1.8514  4.1001  -1.0961
H  -4.6973  3.6720  3.4271
H  4.1907  -0.3629  -0.3023

Force components x, y, z for each atom (eV/Å):
-0.05 0.05 0.10
-0.07 0.06 0.03
-0.16 0.10 0.00
0.04 -0.02 -0.03
-0.02 -0.03 -0.07
0.00 0.00 0.08
0.04 0.02 -0.05
0.02 0.00 0.00
0.04 0.04 0.02
-0.16 -0.10 0.08
0.05 0.13 0.07
-0.02 0.03 0.02
0.02 -0.02 0.01
-0.02 0.03 -0.02
-0.01 0.01 -0.01
0.03 0.03 -0.01
0.06 0.02 0.04
0.09 -0.07 -0.03
0.02 0.04 -0.03
0.06 -0.01 -0.04
0.00 0.00 0.00
0.00 -0.02 0.00
0.01 -0.01 0.00
-0.04 0.01 0.00
-0.01 -0.04 0.02
-0.01 0.01 0.02
0.06 0.00 -0.03
-0.05 0.00 0.03
-0.01 0.00 -0.01
0.02 -0.02 0.02
-0.06 0.03 -0.13
-0.02 0.00 0.01
-0.01 -0.01 -0.02
0.04 -0.04 -0.01
0.00 -0.03 0.02
-0.05 0.00 0.01
0.20 -0.16 0.02
-0.03 0.01 0.02
0.01 0.00 -0.01
0.01 0.00 0.02
0.00 0.00 0.00
0.03 -0.05 -0.10
0.02 -0.01 -0.01
-0.01 0.00 0.00
-0.05 -0.03 0.02
-0.02 -0.01 0.01
0.02 -0.04 -0.09
0.00 0.00 0.01
-0.01 -0.01 0.00
-0.02 0.03 0.01
0.00 0.00 -0.02
0.03 0.01 0.01
-0.01 0.00 -0.01
0.00 0.01 0.00
0.00 0.01 0.00
0.00 0.00 0.01
0.00 0.00 0.01
0.00 0.00 -0.01
0.01 -0.01 0.03
0.00 0.00 0.00
-0.02 0.02 0.03
0.00 0.00 -0.01
0.00 0.00 0.00
0.00 0.00 -0.01
-0.01 0.00 -0.01
-0.01 0.02 0.02
0.00 0.00 0.00
0.00 0.00 -0.01
0.00 0.00 0.00
0.00 0.00 0.00
0.00 0.00 0.00
0.00 0.00 0.00
0.00 0.00 0.01
0.00 0.00 0.01
0.01 0.00 0.00
0.00 0.01 -0.01
0.00 0.00 0.00
-0.01 0.00 0.01
0.01 0.01 -0.01
0.00 0.01 0.00
0.01 0.01 0.00
0.00 0.01 0.00
0.00 0.01 0.00
0.00 0.00 0.00
0.00 0.00 0.00

As for the total energy: -2897.17911 Ha. As for the total charge: +2. As for the LUMO energy (spin up / spin down): -5.3 / -7.1 eV. The calculation puts the HOMO energy (spin up / spin down) at -12.4089 / -12.4110 eV. As for the orbital gap (spin up / spin down): 0.2627 / 0.1965 Ha. As for the expectation value of S²: 6.01. The energy above the lowest of the compared OMol25 structures with the same formula, charge and spin is 0.000 eV. Its spin multiplicity is 5. The value obtained for the molar mass is 963.5 g/mol. The largest force on an atom is 0.3 eV Å⁻¹.